Entry from the Open Molecules 2025 dataset: a molecular structure, C38H49ClF6N2O7PS2Se2Si2TeW at a distorted geometry (wB97M-V/def2-TZVPD).

HOMO-LUMO gap (alpha / beta) = 5.47 / 5.54 eV
DFT total energy = -272868.8228 eV
maximum force = 7.85 eV/A
energy above the lowest of the compared OMol25 structures with the same formula, charge and spin = 99.7 kcal/mol
net charge = -1
spin multiplicity = 1

Geometry as XYZ:
```
112
C38H49ClF6N2O7PS2Se2Si2TeW, DFT wB97M-V/def2-TZVPD
H -1.986 -4.169 1.272
H -3.277 4.099 2.017
H 0.888 5.031 -2.446
H 2.955 -3.397 2.121
C 1.233 -5.019 5.165
H 0.955 0.411 -3.776
H 2.763 1.848 6.412
C -1.836 0.074 -1.325
H 1.792 4.337 3.174
H -5.594 0.914 0.059
C 3.428 -2.084 -1.626
H 3.945 -1.396 2.880
H -1.671 7.178 3.134
H 0.727 -5.482 6.003
H 5.132 1.434 5.852
H -1.404 5.461 0.875
H 1.047 4.602 -6.698
H -4.019 0.978 -0.694
C -0.729 6.757 3.475
H -6.078 4.835 1.471
O 3.560 2.440 -2.027
C 2.028 0.427 4.990
O 2.553 -0.155 -3.176
H -0.370 -3.588 1.748
C -3.317 3.170 1.463
O 4.917 0.391 -1.878
H 1.249 4.600 4.821
Se 1.482 -1.342 1.000
C -2.472 -1.187 -1.474
C -1.357 -3.277 1.406
C -2.539 -2.128 -0.302
N -1.211 -2.539 0.153
H 0.334 -3.795 -0.473
H 0.637 2.163 -6.437
S 2.297 -0.591 -1.853
H -3.546 -2.565 -2.700
H 0.254 4.830 0.883
C 0.900 -3.733 4.777
H 0.984 0.590 5.214
H 2.468 -6.721 4.775
C -0.748 4.693 1.294
C 0.695 3.021 -3.151
C -2.062 4.104 4.303
Se -1.628 0.299 1.927
C -0.627 -3.438 -0.838
H -3.149 -3.008 -0.577
F 4.049 2.817 0.902
Si -0.670 4.842 3.220
H -1.278 -4.308 -1.020
C 0.854 4.419 -3.334
H -5.432 1.537 -1.575
C 4.351 0.895 5.336
H -4.199 5.536 -0.779
H -6.495 3.179 1.840
P 0.962 -1.434 3.241
C -2.064 0.938 -2.421
F 5.922 2.460 -0.079
H -3.487 2.346 2.150
H 3.588 -5.685 2.841
C 0.978 4.971 -4.580
F 2.727 -3.185 -1.323
H -1.801 4.232 5.351
C 4.756 1.895 0.261
O 0.497 1.262 -1.425
H -0.624 7.003 4.528
H 0.900 3.086 3.998
W -0.083 0.421 0.063
C 2.496 -3.851 2.989
H -3.723 -1.016 -4.623
O 0.544 3.388 -0.822
C 2.360 -0.504 4.010
C -4.964 1.506 -0.596
C 3.022 1.125 5.651
C -3.118 -1.571 -2.642
F 4.324 -1.919 -0.661
S 3.952 1.278 -1.319
C 0.713 2.801 -5.568
H -1.724 1.980 -2.385
F 4.057 -2.343 -2.767
C 2.205 -5.718 4.470
C -6.232 3.855 1.034
O 0.266 0.880 -4.265
C 2.835 -5.132 3.383
Si -4.657 3.239 0.132
H 1.118 6.038 -4.680
F 5.019 0.899 1.102
C 3.694 -0.705 3.674
C 0.630 2.564 -1.821
H -0.475 -2.907 -1.777
C -2.725 0.574 -3.583
H -7.083 3.921 0.367
C 4.684 -0.008 4.339
C 0.978 4.160 3.868
C 1.529 -3.138 3.688
C 0.925 4.168 -5.716
N 2.723 0.415 -0.736
C -3.230 -0.705 -3.713
C -4.170 4.533 -1.189
H -2.170 3.040 4.116
H -2.830 1.291 -4.383
O 0.958 -1.120 -1.623
H -3.043 -1.633 0.535
C 0.587 2.222 -4.324
H -3.146 4.341 -1.508
Cl 1.278 1.829 1.480
H 0.070 7.263 2.938
Te -1.438 2.855 0.349
H -1.804 -2.635 2.165
H -4.815 4.511 -2.059
H -3.028 4.574 4.156
H 0.137 -3.172 5.297
H 5.722 -0.167 4.081
```

Löwdin population analysis, charges in e, atoms 1 to 99: atom 1 (H): 0.09, atom 2 (H): -0.02, atom 3 (H): 0.12, atom 4 (H): 0.06, atom 5 (C): -0.10, atom 6 (H): 0.05, atom 7 (H): 0.10, atom 8 (C): -0.26, atom 9 (H): 0.02, atom 10 (H): 0.03, atom 11 (C): -0.67, atom 12 (H): 0.09, atom 13 (H): 0.02, atom 14 (H): 0.10, atom 15 (H): 0.09, atom 16 (H): 0.01, atom 17 (H): 0.10, atom 18 (H): -0.01, atom 19 (C): -0.19, atom 20 (H): 0.02, atom 21 (O): -0.23, atom 22 (C): -0.13, atom 23 (O): -0.25, atom 24 (H): 0.05, atom 25 (C): -0.54, atom 26 (O): -0.27, atom 27 (H): 0.02, atom 28 (Se): 0.51, atom 29 (C): -0.25, atom 30 (C): -0.14, atom 31 (C): -0.23, atom 32 (N): -0.33, atom 33 (H): 0.07, atom 34 (H): 0.12, atom 35 (S): 0.55, atom 36 (H): 0.11, atom 37 (H): 0.00, atom 38 (C): -0.11, atom 39 (H): 0.09, atom 40 (H): 0.09, atom 41 (C): -0.45, atom 42 (C): -0.07, atom 43 (C): -0.19, atom 44 (Se): 0.21, atom 45 (C): -0.12, atom 46 (H): 0.12, atom 47 (F): 0.11, atom 48 (Si): 0.52, atom 49 (H): 0.09, atom 50 (C): 0.01, atom 51 (H): 0.03, atom 52 (C): -0.10, atom 53 (H): 0.02, atom 54 (H): 0.02, atom 55 (P): 0.74, atom 56 (C): -0.17, atom 57 (F): 0.12, atom 58 (H): -0.04, atom 59 (H): 0.10, atom 60 (C): -0.08, atom 61 (F): 0.10, atom 62 (H): 0.03, atom 63 (C): -0.66, atom 64 (O): -0.42, atom 65 (H): 0.02, atom 66 (H): -0.01, atom 67 (W): 0.84, atom 68 (C): -0.12, atom 69 (H): 0.10, atom 70 (O): -0.28, atom 71 (C): -0.44, atom 72 (C): -0.15, atom 73 (C): -0.10, atom 74 (C): -0.05, atom 75 (F): 0.12, atom 76 (S): 0.61, atom 77 (C): 0.00, atom 78 (H): 0.06, atom 79 (F): 0.14, atom 80 (C): -0.10, atom 81 (C): -0.19, atom 82 (O): 0.05, atom 83 (C): -0.09, atom 84 (Si): 0.45, atom 85 (H): 0.10, atom 86 (F): 0.14, atom 87 (C): -0.11, atom 88 (C): -0.45, atom 89 (H): 0.08, atom 90 (C): -0.09, atom 91 (H): 0.01, atom 92 (C): -0.09, atom 93 (C): -0.20, atom 94 (C): -0.45, atom 95 (C): -0.06, atom 96 (N): -0.43, atom 97 (C): -0.09, atom 98 (C): -0.19, atom 99 (H): 0.01



Entry from the Open Molecules 2025 dataset: 6 unconnected molecules or ions with the total composition C38H49ClFN3O18 at a distorted geometry (wB97M-V/def2-TZVPD).

HOMO-LUMO gap = 8.81 eV
DFT total energy = -96765.1177 eV
maximum force = 2.62 eV/A
net charge = 0
spin multiplicity = 1
SMILES = CCCCO[C@@](C#N)(Cc1ccc(C)cc1)[C@@](Cl)(C#N)C(=O)NC(=O)F.C[C@@H]1COC(=O)O1.C[C@@H]1COC(=O)O1.C[C@@H]1COC(=O)O1.C[C@@H]1COC(=O)O1.C[C@@H]1COC(=O)O1

Geometry as XYZ:
```
110
C38H49ClFN3O18, DFT wB97M-V/def2-TZVPD
H -0.745 -1.269 6.682
H -2.527 -2.117 -5.483
H -0.020 2.278 -5.181
C -0.655 -8.223 -4.078
H -0.138 -7.501 -0.534
O -2.385 -0.801 5.525
H 1.535 3.104 -5.158
C -1.242 -1.627 5.777
O -3.139 -2.670 6.502
C -0.004 -0.779 12.710
O -4.120 6.375 -3.088
C -1.081 -3.919 6.831
O -0.223 -1.993 -1.455
O 0.243 -0.010 2.046
O -1.214 -7.767 -2.925
H 0.915 1.302 -0.262
H -4.447 2.690 1.317
C 4.707 4.318 -6.152
C 4.142 5.081 -3.500
C -1.012 6.540 -3.715
H -1.043 -3.533 7.851
H -3.082 1.256 3.405
H 3.943 5.387 -2.463
Cl -1.542 4.750 -1.753
H -1.568 -4.894 6.882
H -2.182 -3.672 -6.270
O 0.027 3.722 -3.755
C -0.934 -8.247 -0.562
C -1.094 -8.814 -1.952
C 1.370 0.859 -1.166
C -2.764 1.340 1.244
C -3.346 6.787 -3.870
C -0.676 -2.603 -2.368
O -1.324 -3.793 -2.254
H 0.200 -1.547 13.457
O -0.190 -0.350 10.327
H -2.034 -3.462 4.960
H -0.017 0.164 -2.701
C -1.861 -2.989 5.932
C 5.734 4.238 -5.179
H -3.151 3.200 0.227
O -1.332 1.399 1.249
H 7.234 3.754 -6.720
H -0.984 -2.008 11.246
H 1.061 -9.135 -2.108
C 1.316 1.550 -3.669
C 0.309 6.660 -1.553
C -3.449 -1.405 6.105
O -0.618 -2.203 -3.668
H -1.849 -7.740 -0.252
O 1.106 -1.964 9.471
H 4.850 4.039 -7.203
H -2.932 3.366 1.956
N 0.957 7.451 -1.040
H -0.541 -1.578 4.944
H 2.640 4.774 -6.535
O -0.611 7.590 -4.109
H -2.180 6.147 -5.346
C -1.743 -2.837 -5.724
C -0.095 -1.376 11.326
O -1.916 -0.257 2.643
C 0.805 4.725 -3.193
H 1.696 6.625 -3.823
H 7.868 4.397 -5.206
H -1.038 -2.324 -6.381
C 1.656 5.576 -4.185
H 7.320 2.713 -5.213
C 3.431 4.751 -5.767
C -0.889 0.342 1.984
C -1.044 -3.312 -4.473
H -0.063 -4.057 6.465
C 5.428 4.642 -3.872
O 0.366 -0.297 8.142
C 0.422 -0.819 9.210
H -3.970 0.026 2.482
H -0.712 -9.033 0.160
O -0.748 -7.676 -5.129
H 1.546 0.670 -4.296
H -3.076 0.755 0.372
C 0.456 1.127 -2.434
C 3.094 5.124 -4.436
N 2.161 3.991 -1.004
C 7.102 3.713 -5.626
C 0.731 2.733 -4.500
H -2.962 -3.685 -3.497
H 6.208 4.596 -3.100
O 0.021 -9.381 -3.868
H 1.115 5.623 -5.149
H 1.121 -3.168 11.169
H 1.485 -0.221 -0.980
C 0.115 -9.561 -2.452
H 0.779 -0.020 12.756
C -1.935 -4.061 -3.520
N -2.233 5.996 -4.335
C 1.586 4.287 -1.948
H -1.995 -9.431 -2.006
C 1.144 -2.115 10.892
O -4.517 -0.899 6.248
C -0.283 5.750 -2.588
H -0.939 -0.280 12.969
H -1.952 -5.131 -3.721
H -0.160 -3.899 -4.736
H -0.305 1.867 -2.139
H 0.088 -10.619 -2.196
H 2.069 -1.668 11.266
C -3.049 0.605 2.528
F -3.523 8.030 -4.378
C -3.365 2.725 1.186
H 2.297 1.899 -3.276
H 2.365 1.329 -1.267
```

Löwdin population analysis, charges in e, atoms 1 to 99: atom 1 (H): 0.10, atom 2 (H): 0.09, atom 3 (H): 0.13, atom 4 (C): -0.56, atom 5 (H): 0.09, atom 6 (O): 0.06, atom 7 (H): 0.10, atom 8 (C): -0.08, atom 9 (O): 0.08, atom 10 (C): -0.02, atom 11 (O): 0.18, atom 12 (C): -0.02, atom 13 (O): 0.17, atom 14 (O): 0.16, atom 15 (O): 0.07, atom 16 (H): 0.05, atom 17 (H): 0.09, atom 18 (C): -0.04, atom 19 (C): -0.03, atom 20 (C): -0.40, atom 21 (H): 0.08, atom 22 (H): 0.14, atom 23 (H): 0.11, atom 24 (Cl): 0.81, atom 25 (H): 0.08, atom 26 (H): 0.09, atom 27 (O): -0.13, atom 28 (C): -0.02, atom 29 (C): -0.34, atom 30 (C): -0.10, atom 31 (C): -0.33, atom 32 (C): -0.51, atom 33 (C): -0.54, atom 34 (O): 0.07, atom 35 (H): 0.09, atom 36 (O): 0.09, atom 37 (H): 0.16, atom 38 (H): 0.07, atom 39 (C): -0.33, atom 40 (C): -0.27, atom 41 (H): 0.05, atom 42 (O): 0.08, atom 43 (H): 0.08, atom 44 (H): 0.16, atom 45 (H): 0.14, atom 46 (C): -0.16, atom 47 (C): -0.21, atom 48 (C): -0.56, atom 49 (O): 0.07, atom 50 (H): 0.09, atom 51 (O): 0.06, atom 52 (H): 0.11, atom 53 (H): 0.10, atom 54 (N): 0.22, atom 55 (H): 0.14, atom 56 (H): 0.11, atom 57 (O): 0.17, atom 58 (H): 0.15, atom 59 (C): -0.02, atom 60 (C): -0.34, atom 61 (O): 0.05, atom 62 (C): -0.41, atom 63 (H): 0.13, atom 64 (H): 0.08, atom 65 (H): 0.09, atom 66 (C): -0.05, atom 67 (H): 0.08, atom 68 (C): -0.06, atom 69 (C): -0.55, atom 70 (C): -0.33, atom 71 (H): 0.09, atom 72 (C): -0.03, atom 73 (O): 0.16, atom 74 (C): -0.54, atom 75 (H): 0.14, atom 76 (H): 0.09, atom 77 (O): 0.16, atom 78 (H): 0.12, atom 79 (H): 0.16, atom 80 (C): -0.20, atom 81 (C): -0.21, atom 82 (N): 0.25, atom 83 (C): -0.06, atom 84 (C): -0.17, atom 85 (H): 0.14, atom 86 (H): 0.12, atom 87 (O): 0.07, atom 88 (H): 0.14, atom 89 (H): 0.14, atom 90 (H): 0.06, atom 91 (C): -0.10, atom 92 (H): 0.09, atom 93 (C): -0.10, atom 94 (N): 0.13, atom 95 (C): -0.15, atom 96 (H): 0.16, atom 97 (C): -0.10, atom 98 (O): 0.15, atom 99 (C): -0.55